Entry 1:
Formula: C34H23N8O4RhS
Source: the Open Molecules 2025 dataset
Level of theory: ωB97M-V with the def2-TZVPD basis set

Calculated values
2S+1: 5
LUMO level (spin up / spin down) (eV): -0.2 / -0.3
HOMO energy (spin up / spin down) (eV): -6.111 / -8.302
Energy relative to the best compared isomer or geometry (same formula, charge and spin) (kcal/mol): 23.5

Structure (XYZ):
```
71
Properties=species:S:1:pos:R:3:forces:R:3
Rh 0.38850 -0.63643 0.52827 0.1 -0.3 0.3
N 3.30008 -3.68474 2.02488 0.0 0.0 -0.1
C 3.75805 -3.88464 0.73184 0.1 -0.1 0.1
C 4.70529 -4.75123 0.19594 0.0 0.0 0.0
C 4.90429 -4.67164 -1.16778 0.0 0.0 0.0
C 4.18931 -3.76468 -1.96950 0.0 0.0 0.0
C 3.25347 -2.90841 -1.43009 0.0 0.0 0.0
C 3.04214 -2.97871 -0.05476 -0.1 0.1 0.0
N 2.18230 -2.25097 0.74804 0.0 -0.2 -0.1
C 2.36100 -2.69688 1.95377 0.0 0.0 0.2
C 1.58584 -2.17665 3.07532 0.0 0.0 -0.1
C 1.75970 -2.38206 4.40678 0.0 0.0 0.0
S 0.57649 -1.51915 5.28433 0.0 0.0 0.1
C -0.07464 -0.93619 3.82588 -0.1 0.1 -0.2
N 0.53093 -1.35016 2.75424 0.1 0.1 0.0
H 3.58751 -4.18419 2.84634 0.0 0.0 0.0
H 5.25807 -5.45118 0.80843 0.0 0.0 0.0
H 5.63058 -5.32506 -1.63305 0.0 0.0 0.0
H 4.38210 -3.74365 -3.03370 0.0 0.0 0.0
H 2.69152 -2.21239 -2.03872 0.0 0.0 0.0
H 2.51742 -2.96624 4.90189 0.0 0.0 0.0
H -0.92274 -0.26739 3.79849 0.0 0.0 0.0
C -1.31409 -4.32700 -2.25469 0.0 0.0 0.0
C -1.28369 -4.41482 -0.87052 0.0 0.0 0.0
C -0.79881 -3.35328 -0.11612 0.0 0.1 0.1
C -0.35741 -2.16541 -0.70796 0.0 0.0 -0.2
C -0.39246 -2.10917 -2.10497 0.0 0.0 0.0
C -0.85932 -3.17099 -2.87157 0.0 0.0 0.0
H -1.68435 -5.15418 -2.84730 0.0 0.0 0.0
H -1.62850 -5.31663 -0.37762 0.0 0.0 0.0
H -0.76298 -3.46162 0.96542 0.0 0.0 0.0
H -0.03525 -1.22410 -2.62167 0.0 0.0 0.0
H -0.86597 -3.09394 -3.95265 0.0 0.0 0.0
N -3.79589 1.13258 -2.31911 0.0 0.0 0.0
C -2.64514 1.10441 -2.36135 0.0 0.0 0.0
N -8.32678 5.74078 1.85677 0.0 0.0 0.0
C -7.29327 5.24284 1.79749 0.0 0.0 0.0
C -5.99779 4.61855 1.72310 -0.1 0.0 0.0
C -5.68982 3.78694 0.64972 0.0 0.0 0.0
C -4.44441 3.18876 0.57255 0.0 0.0 0.0
C -3.52048 3.41269 1.58427 0.1 0.0 0.0
C -3.82035 4.23759 2.65983 -0.1 0.0 0.0
C -5.05948 4.84844 2.72474 0.1 0.0 0.0
N -2.24537 2.78755 1.52393 0.0 0.0 -0.1
C -1.03182 3.33480 1.89344 0.0 0.1 0.0
C -0.09191 2.38954 1.63602 0.0 -0.1 0.0
N -0.70962 1.26774 1.12318 -0.1 0.0 0.0
C -1.99121 1.53878 1.06335 0.0 0.0 0.0
H -6.41728 3.62018 -0.13238 0.0 0.0 0.0
H -4.19701 2.57061 -0.28180 0.0 0.0 0.0
H -3.09583 4.38949 3.44834 0.0 0.0 0.0
H -5.30680 5.49361 3.55618 0.0 0.0 0.0
H -0.95458 4.34191 2.26241 0.0 0.0 0.0
H 0.97932 2.40791 1.75131 0.0 0.0 0.0
H -2.76394 0.87748 0.70373 0.0 0.0 0.0
O -1.21401 2.21772 -4.25192 0.0 0.0 -0.1
C -0.63141 1.77255 -3.32535 0.1 0.1 0.3
O -1.35711 1.06788 -2.29293 0.0 0.0 -0.1
C 0.78684 1.87680 -2.94863 -0.1 -0.1 -0.1
C 1.61235 2.65533 -3.75939 0.1 0.0 0.0
C 2.93875 2.82979 -3.38175 0.0 0.0 0.0
C 3.42523 2.29573 -2.20373 0.0 0.0 0.0
C 2.57767 1.54468 -1.36910 -0.1 0.0 0.0
C 1.26685 1.29344 -1.78552 0.3 -0.1 0.1
N 3.03524 1.11471 -0.13335 0.1 0.0 0.1
O 2.20786 0.58152 0.74958 0.0 0.1 -0.1
O 4.21713 1.36088 0.21518 0.0 0.0 0.0
H 1.21306 3.10983 -4.65482 0.0 0.0 0.0
H 3.59957 3.41508 -4.00764 0.0 0.0 0.0
H 4.44499 2.45473 -1.88720 0.0 0.0 0.0
H 0.67210 0.60992 -1.19629 -0.3 0.3 -0.2
```
Forces are in eV/Å.

=====

Entry 2:
Formula: C34H24AsBr2F2GaN2O4
Source: the Open Molecules 2025 dataset
Level of theory: ωB97M-V with the def2-TZVPD basis set

Calculated values
LUMO level (eV): -0.3
HOMO energy (eV): -7.617
Energy relative to the best compared isomer or geometry (same formula, charge and spin) (kcal/mol): 22.0

Structure (XYZ):
```
70
Properties=species:S:1:pos:R:3:forces:R:3
Ga -2.20863 0.37233 0.77890 -0.3 0.4 0.2
Br -6.68665 1.82737 -0.72640 0.0 0.0 0.0
C -5.11716 2.85869 -0.82093 0.0 0.0 0.0
C -5.18898 4.17171 -1.32130 0.0 0.0 0.0
C -4.07917 4.95991 -1.41106 0.0 0.0 0.0
Br -4.24067 6.72043 -2.09403 0.0 0.0 0.0
C -2.81875 4.47101 -0.99126 0.0 0.1 0.0
C -1.60523 5.18999 -1.01664 0.0 0.0 0.0
C -0.46077 4.59893 -0.55767 0.0 0.0 0.0
C -0.51808 3.28022 -0.07374 0.0 0.0 0.0
N -1.62484 2.58105 -0.04711 0.0 0.0 0.0
C -2.76566 3.15302 -0.49336 0.0 -0.1 0.0
C -3.92069 2.30764 -0.40561 0.0 0.0 0.0
O -3.79672 1.09898 0.05363 0.0 -0.1 -0.2
H -6.15018 4.55289 -1.63687 0.0 0.0 0.0
H -1.59775 6.20412 -1.39238 0.0 0.0 0.0
H 0.48264 5.12750 -0.55432 0.0 0.0 0.0
H 0.37283 2.79896 0.31068 0.1 -0.1 0.0
O -3.83126 -3.21504 1.45694 0.1 0.0 0.1
C -2.99482 -2.57903 0.84751 -0.2 0.0 0.0
O -3.01426 -1.29608 0.71469 0.3 -0.1 0.0
C -1.91914 -3.37505 0.12593 0.0 -0.1 0.0
C -1.68031 -4.67187 0.57894 0.0 0.0 -0.1
C -0.77387 -5.46026 -0.10124 0.0 0.0 0.0
C -0.16442 -4.93939 -1.23430 0.0 0.0 0.0
C -0.47967 -3.64571 -1.61002 0.0 0.1 -0.1
N -1.31919 -2.85616 -0.94216 0.0 0.0 0.0
H -2.22836 -5.02467 1.43979 0.0 0.0 0.0
H -0.55972 -6.46824 0.23161 0.0 0.0 0.0
H 0.53837 -5.51925 -1.81791 0.0 0.0 0.0
H -0.04030 -3.22226 -2.50896 -0.1 0.0 0.0
F -1.26247 -0.04641 3.41932 0.0 0.0 -0.1
C -1.95462 0.94053 2.69655 0.0 0.0 0.2
F -3.15132 1.11644 3.34349 0.0 0.0 0.0
H -1.38111 1.85962 2.87015 0.0 0.0 -0.1
O -0.41500 0.05028 0.20460 0.1 -0.1 -0.1
As 1.17286 -0.39724 0.04297 0.0 0.0 0.1
C 2.21389 0.85826 1.04365 0.1 0.0 0.0
C 1.70718 1.32481 2.25229 0.0 0.0 0.0
C 2.47697 2.17458 3.03122 0.0 0.0 0.0
C 3.74336 2.55234 2.60420 0.0 0.0 0.0
C 4.24880 2.07887 1.40175 0.0 0.0 0.0
C 3.48591 1.22336 0.61876 0.0 0.1 0.0
C 1.70340 -0.23380 -1.78148 0.0 0.0 -0.1
C 1.68961 1.05837 -2.30347 0.0 0.0 0.0
C 1.99739 1.26868 -3.63721 0.0 0.0 0.0
C 2.31665 0.19068 -4.45231 0.0 0.0 0.0
C 2.32207 -1.09584 -3.93587 0.0 0.0 0.0
C 2.01216 -1.31221 -2.60036 0.0 0.0 0.0
C 1.55962 -2.08814 0.83394 -0.2 -0.1 0.0
C 0.79346 -2.43115 1.94353 -0.1 -0.1 -0.1
C 1.06841 -3.61317 2.61514 0.0 0.0 0.0
C 2.10300 -4.43348 2.18864 0.0 0.0 0.0
C 2.87579 -4.07375 1.09397 0.0 0.0 0.0
C 2.60564 -2.89897 0.40926 0.2 0.1 0.1
H 0.71543 1.03419 2.57645 0.0 -0.1 0.0
H 2.08889 2.53975 3.97275 0.0 0.0 0.0
H 4.33979 3.21876 3.21339 0.0 0.0 0.0
H 5.23560 2.37532 1.07189 0.0 0.0 0.0
H 3.88050 0.85773 -0.32205 0.0 0.0 0.0
H 1.43055 1.90324 -1.67704 0.0 0.0 0.0
H 1.98065 2.27248 -4.03991 0.0 0.0 0.0
H 2.55452 0.35474 -5.49497 0.0 0.0 0.0
H 2.55627 -1.93735 -4.57407 0.0 0.0 0.0
H 2.00079 -2.32190 -2.21580 0.0 0.0 0.0
H -0.02800 -1.80226 2.27313 0.1 0.0 0.0
H 0.46627 -3.89037 3.47008 0.0 0.0 0.0
H 2.30839 -5.35828 2.71194 0.0 0.0 0.0
H 3.69066 -4.70768 0.77002 0.0 0.0 0.0
H 3.23942 -2.61279 -0.41990 0.0 0.0 0.0
```
Forces are in eV/Å.